This record from OMol25 describes a cluster of 11 separate species, C46H77ClN6O27 in total in a non-equilibrium geometry. The level of theory is wB97M-V/def2-TZVPD.

The HOMO-LUMO gap (alpha / beta) comes out at 6.779 / 2.521 eV. Its max |F| is 5.53 eV Å⁻¹. The value obtained for the HOMO energy (alpha / beta) is -10.887 / -10.887 eV. As for the spin multiplicity: 2. The calculation puts the LUMO energy (alpha / beta) at -4.109 / -8.367 eV. As for the net charge: +1. The molecular weight is 1181.59 g/mol. The total energy comes out at -125667.387 eV.

Structure (XYZ):
```
157
Properties=species:S:1:pos:R:3:forces:R:3
C 0.82961 0.48420 0.49134 -0.26 -0.57 0.27
N -0.27401 -0.35601 -0.05188 1.20 -2.20 -1.13
C 0.31679 -1.69862 -0.63238 -0.87 -0.19 0.29
C -1.24340 -0.70788 1.07204 1.54 -0.37 -0.51
C -0.87180 0.43873 -1.24582 -0.60 -1.34 2.29
C -2.09767 -0.28926 -1.82173 0.79 1.10 -0.58
O -1.78336 -1.44042 -2.56614 1.10 0.59 1.09
H 1.25402 -0.11939 1.29363 0.20 0.41 0.16
H 0.35038 1.40411 0.82632 0.40 0.11 0.20
H 1.58025 0.67070 -0.27667 -0.22 0.04 0.03
H 1.01413 -2.26980 -0.01955 0.28 1.06 0.65
H 0.77412 -1.54032 -1.60905 -0.19 0.34 0.21
H -0.50436 -2.40935 -0.72557 -0.28 0.47 -0.38
H -1.86905 -1.52911 0.72240 -0.73 0.79 -0.09
H -1.62285 0.21635 1.50784 -0.63 -0.19 -0.40
H -0.65793 -1.19440 1.85219 0.36 0.18 0.07
H -0.01092 0.63721 -1.88426 -0.46 -0.08 -0.31
H -1.12360 1.32245 -0.65953 -0.50 0.53 -0.90
H -2.55783 0.44972 -2.47767 -0.13 0.25 -0.15
H -2.85500 -0.50580 -1.06829 0.26 0.07 0.48
H -2.63329 -1.59907 -2.98334 -0.80 -0.80 -1.14
Cl -5.38641 -1.52031 -0.12313 4.48 -3.19 0.57
O -5.60577 -0.78026 -1.30688 -1.36 1.02 -1.57
O -4.48993 -2.63084 -0.40533 -1.94 0.93 0.06
O -4.74572 -0.70414 0.82503 -0.21 1.36 1.20
O -6.66552 -1.93245 0.37720 -1.04 -0.04 -0.18
C -3.60331 5.16045 -3.06724 -1.25 0.49 0.24
N -2.55071 4.26193 -2.65100 2.88 -2.18 -0.33
O -2.65295 3.06437 -2.97704 -0.15 1.68 0.70
O -1.54069 4.70092 -2.07518 -2.10 -0.16 -0.66
H -3.23001 5.92568 -3.74781 0.22 -0.13 0.25
H -3.97950 5.59457 -2.14090 -0.03 0.28 -0.18
H -4.39244 4.57234 -3.53576 0.25 0.06 0.07
C 3.44786 3.43807 -0.99291 0.80 0.78 -0.03
C 2.38146 4.30133 -1.61334 -0.86 -1.45 -1.07
C 2.82530 4.87592 -2.97472 -0.75 2.11 -0.48
O 1.73938 5.52632 -3.75279 -0.05 -1.19 0.44
C 1.31120 6.86213 -3.41404 1.10 -1.04 0.44
N 1.20142 3.38097 -1.84056 0.63 1.56 0.76
H 3.60745 2.55011 -1.60459 0.02 -0.03 0.03
H 3.22673 3.14607 0.03371 -0.19 0.00 -0.09
H 4.36143 4.03255 -0.98380 0.41 -0.25 0.16
H 2.08650 5.11170 -0.94672 -0.14 -0.06 0.05
H 3.28373 4.13145 -3.62564 -0.49 -0.34 -0.06
H 3.58610 5.65373 -2.90903 0.32 0.05 0.60
H 0.27363 7.02251 -3.70697 0.14 -0.28 -0.26
H 1.98209 7.55235 -3.92552 -0.16 0.32 0.11
H 1.36039 6.99724 -2.33357 0.07 0.26 0.11
H 0.50976 4.05813 -2.12895 -0.77 -0.51 -0.28
H 1.42599 2.84050 -2.66370 -0.01 -0.14 -0.34
C 0.99695 5.11003 2.41089 -0.11 -0.59 0.07
C 0.64980 4.79404 3.89806 1.25 0.86 0.06
C 1.21319 3.48239 4.40662 -0.65 0.57 -1.67
O 0.20885 2.56618 4.01714 0.66 0.13 1.06
C 0.43138 1.30833 4.53076 -1.29 -2.64 -0.32
N 1.21050 5.88306 4.69322 0.20 0.98 -0.37
H 1.32513 4.24508 1.83446 -0.35 -0.50 0.15
H 1.84743 5.78062 2.28804 -0.24 0.41 0.38
H 0.10699 5.49399 1.91224 0.25 0.27 -0.08
H -0.43585 4.71373 3.95286 0.01 0.37 0.48
H 1.45346 3.54375 5.46803 -0.40 -0.41 0.14
H 2.09637 3.22834 3.82048 0.54 -0.02 0.29
H 0.09441 0.62881 3.74794 0.44 -0.48 -0.25
H -0.23051 0.98569 5.33445 -0.16 0.75 0.56
H 1.42791 1.01111 4.85740 0.37 0.62 -0.33
H 2.21208 5.85520 4.56609 0.19 0.26 -0.17
H 1.08865 5.93069 5.69472 -0.66 -0.56 0.02
C -3.53435 -2.14225 -6.13013 0.63 -1.29 -0.65
C -4.09119 -2.87837 -4.95420 -0.85 -0.06 0.13
C -3.49256 -4.21179 -4.55929 0.57 -0.61 -0.81
O -3.89319 -5.27852 -5.44369 -0.32 1.77 1.36
C -3.40507 -6.51825 -4.99071 -0.99 -0.53 -1.48
N -4.08397 -1.96338 -3.81549 -1.34 0.05 0.72
H -2.44996 -2.25263 -6.13400 0.12 0.27 -0.11
H -3.79720 -1.08517 -6.17027 -0.20 -0.20 -0.05
H -3.92993 -2.72645 -6.96099 0.25 0.59 -0.61
H -5.13592 -3.10412 -5.16795 -0.25 -0.19 -0.20
H -3.79514 -4.41015 -3.53109 -0.18 -0.29 0.17
H -2.40277 -4.21537 -4.58076 0.34 0.39 0.18
H -3.65914 -6.80916 -3.97143 0.35 0.57 0.37
H -2.35463 -6.60565 -5.26824 0.14 -0.30 0.43
H -4.02983 -7.17179 -5.59953 0.56 -0.64 -0.08
H -4.77184 -1.27670 -4.09011 0.43 1.11 -0.40
H -4.70762 -2.37921 -3.13855 0.36 -0.73 0.92
C -0.83393 -5.63548 3.95977 -0.21 0.59 -0.35
C -0.78135 -4.16410 4.44402 -0.16 0.70 0.04
C -1.94131 -3.21639 3.98619 0.91 -1.38 -1.71
O -1.63574 -1.85468 4.17691 0.44 -0.10 0.56
C -2.73419 -0.99574 4.05640 -0.80 0.15 0.56
N -0.71995 -4.26524 5.87783 -0.58 -0.85 1.51
H -0.72970 -5.86636 2.89962 -0.35 0.68 -0.24
H -1.79706 -6.00869 4.30789 0.08 -0.51 -0.03
H -0.00124 -6.20416 4.37370 -0.21 0.18 0.59
H 0.15813 -3.70034 4.14335 -0.24 -0.09 -0.49
H -2.93052 -3.47638 4.36298 0.03 -0.12 0.47
H -1.94966 -3.40664 2.91295 -0.51 0.15 -0.54
H -2.44197 0.03592 4.25229 0.35 -0.09 -0.31
H -3.49445 -1.20298 4.80950 -0.09 -0.26 0.30
H -3.26205 -1.10261 3.10875 0.24 0.09 -0.42
H -1.38493 -4.99110 6.10374 0.14 -0.70 0.36
H -1.15428 -3.52016 6.40347 0.38 0.90 -0.27
C 2.74274 -1.64162 6.54036 -1.22 0.52 0.52
C 1.83201 -1.72105 5.57349 -3.50 0.16 1.29
C 2.06140 -1.89400 4.15106 2.58 -0.18 -1.28
O 1.17739 -1.99764 3.32705 -0.19 0.19 -0.03
C 3.49730 -1.89759 3.80927 -1.33 0.20 -0.31
C 4.42422 -1.77860 4.75323 2.01 0.17 -0.32
C 4.13405 -1.69241 6.26662 2.14 -0.37 0.50
O 5.02471 -1.70489 7.13088 -1.32 0.11 -2.14
O 5.72108 -1.68932 4.29622 -1.21 -0.23 0.86
O 0.49631 -1.58112 5.89060 2.08 0.08 0.71
H 2.32982 -1.44783 7.51931 0.43 -0.21 0.31
H 3.76954 -1.91074 2.76423 0.11 -0.15 -0.08
H 6.30341 -1.88921 5.03279 0.36 0.12 0.47
H -0.04708 -1.99533 5.21624 -0.40 0.33 -0.72
C -3.63690 2.96176 0.95092 -1.06 -0.79 1.06
C -2.99031 2.79739 2.12167 3.48 0.45 -0.92
C -3.56814 2.64913 3.46522 0.42 0.60 1.24
O -2.91290 2.61838 4.51373 -0.66 -0.18 -1.86
C -4.98565 2.65375 3.40234 -3.04 0.03 0.07
C -5.72857 2.73902 2.27423 -1.80 0.38 -0.35
C -5.14948 2.99407 0.93226 2.40 1.07 -3.00
O -5.73244 3.34945 -0.11781 0.44 -1.31 3.01
O -7.10408 2.82010 2.29145 1.41 -0.34 1.22
O -1.60873 2.83765 2.08442 -1.82 -0.27 -1.27
H -3.00369 2.98117 0.07624 -0.38 0.36 -0.35
H -5.58419 2.67813 4.30098 0.22 -0.26 0.37
H -7.48328 2.48144 1.47713 0.12 0.24 -0.51
H -1.19284 2.86010 2.94936 0.28 -0.18 1.08
C 6.62884 0.08952 -1.02037 0.22 1.51 -1.77
C 5.59916 -0.66695 -0.66736 1.15 -1.52 3.76
C 4.28053 -0.74260 -1.32990 -1.18 -0.27 0.35
O 3.23436 -1.27336 -0.91331 2.52 0.76 -0.41
C 4.29960 0.05562 -2.52349 -0.66 0.79 -0.72
C 5.31454 0.83481 -2.96033 -1.45 0.20 -1.92
C 6.59268 0.94483 -2.24383 3.16 1.94 1.47
O 7.50319 1.80199 -2.49397 -3.47 -2.90 0.16
O 5.13176 1.58090 -4.10087 0.14 -0.88 1.58
O 5.74482 -1.30970 0.55885 -1.47 -0.07 -1.26
H 7.42003 0.26594 -0.30673 0.33 -0.11 -0.25
H 3.30205 0.12829 -2.93094 0.11 0.07 -0.72
H 5.89240 2.16537 -4.13863 0.53 0.43 -0.29
H 6.65538 -1.24193 0.85532 0.15 0.05 0.03
C 4.03026 -4.16865 -5.22603 0.89 3.30 -1.97
C 3.57529 -2.88847 -5.23287 1.11 0.65 -0.71
C 2.37424 -2.50733 -4.54200 -2.43 -0.65 2.79
O 1.96057 -1.39081 -4.27287 1.05 0.63 -1.13
C 1.61240 -3.61517 -3.98491 -1.07 -0.08 0.14
C 2.00089 -4.86704 -4.08086 0.46 -4.04 -0.04
C 3.35406 -5.26782 -4.64765 1.79 -2.00 -0.10
O 3.90417 -6.40661 -4.64263 -2.78 2.75 0.41
O 1.28644 -5.98746 -3.71514 -0.05 2.00 0.01
O 4.19698 -1.85588 -5.85433 0.51 -1.43 -0.01
H 4.86387 -4.19479 -5.91219 0.55 -1.09 0.36
H 0.64189 -3.41041 -3.55762 -0.07 0.26 0.05
H 1.76344 -6.73364 -4.08568 0.39 -0.54 0.08
H 3.74052 -1.03350 -5.66212 -0.41 0.31 0.21
```
Forces are in eV/Å.

Löwdin population analysis, charges in e, atoms 1 to 4:
1 C -0.002
2 N -0.295
3 C 0.020
4 C 0.019